ORCA calculation (ωB97M-V/def2-TZVPD) on 6 unconnected molecules or ions with the total composition C28H62F9N4O4PS.

- largest force on an atom (eV/Å) = 5.21
- net charge = +2
- HOMO-LUMO gap (eV) = 5.552
- HOMO (eV) = -10.48

Geometry as XYZ:
```
109
C28H62F9N4O4PS, DFT ωB97M-V/def2-TZVPD
H 14.43 -12.95 -19.86
C 7.54 -9.25 -12.82
H 3.84 -10.55 -13.01
H 7.20 -8.84 -13.77
H 9.44 -18.58 -17.97
H 14.49 -5.63 -5.35
H 9.65 -18.50 -20.12
H 14.29 -8.61 -5.12
H 4.71 -13.30 -10.66
C 4.67 -13.39 -13.26
C 3.23 -13.63 -12.98
H 10.34 -16.06 -4.28
H 5.31 -11.68 -10.33
H 16.41 -6.30 -8.85
F 18.47 -24.77 -7.30
F 17.36 -26.84 -7.56
H 4.68 -13.16 -14.32
S 13.84 -14.33 -10.64
H 14.89 -6.51 -4.05
H 2.24 -11.97 -13.88
H 11.61 -16.93 -20.58
H 20.27 -8.83 -8.22
C 6.18 -11.36 -13.03
H 12.97 -14.73 -20.25
N 11.47 -16.42 -18.47
C 16.50 -6.68 -5.48
H 11.80 -16.17 -3.35
H 17.07 -5.32 -7.48
H 13.18 -12.52 -18.66
C 10.33 -17.91 -3.42
C 15.32 -15.59 -10.23
H 3.09 -14.18 -12.05
N 5.01 -12.15 -12.42
H 9.94 -15.60 -17.35
H 10.43 -15.64 -20.10
N 11.40 -18.90 -3.07
C 13.96 -13.24 -18.91
H 12.40 -14.92 -17.22
H 8.76 -17.13 -20.28
H 8.29 -17.25 -18.05
C 16.25 -5.94 -7.84
F 16.53 -23.74 -7.37
C 5.41 -12.54 -11.00
H 7.90 -8.43 -12.20
H 11.28 -14.15 -18.25
H 10.43 -20.77 -3.82
H 18.47 -7.57 -9.06
H 14.65 -13.27 -18.07
H 6.40 -12.99 -10.96
H 15.51 -9.11 -6.90
H 14.02 -15.39 -19.20
H 5.58 -9.31 -12.10
F 16.30 -15.45 -11.09
H 8.47 -9.79 -13.01
C 12.49 -17.58 -18.17
H 11.47 -19.11 -2.09
F 14.91 -16.82 -10.08
H 17.37 -9.04 -9.10
C 6.41 -10.02 -12.20
C 15.18 -8.09 -7.08
F 16.97 -25.43 -5.82
H 1.85 -12.23 -12.13
H 2.79 -14.32 -13.70
H 12.26 -20.66 -3.55
O 13.22 -14.04 -9.36
H 12.25 -18.37 -3.22
C 3.66 -11.39 -12.34
C 11.34 -20.18 -3.88
N 16.45 -7.13 -6.92
C 10.82 -16.64 -19.89
H 19.20 -10.20 -7.73
H 5.35 -14.19 -12.96
C 9.61 -17.50 -19.70
C 9.34 -17.52 -18.18
H 6.71 -10.22 -11.17
H 13.29 -17.62 -18.92
H 10.23 -15.87 -2.57
H 18.56 -7.25 -6.58
H 7.16 -11.85 -13.00
H 11.44 -19.71 -4.86
H 12.71 -17.52 -17.11
H 10.68 -17.09 -16.62
C 15.03 -6.55 -5.13
C 17.82 -7.88 -7.09
C 18.09 -8.45 -8.53
H 15.23 -5.59 -7.69
C 13.24 -14.63 -19.20
H 19.58 -9.77 -9.42
C 2.62 -12.27 -12.90
H 17.11 -7.37 -4.90
C 12.03 -14.94 -18.24
H 5.96 -11.23 -14.09
H 13.38 -7.38 -6.11
C 14.36 -7.76 -5.80
F 16.95 -25.14 -9.13
C 19.35 -9.38 -8.43
O 9.15 -18.29 -3.59
H 17.84 -8.63 -6.30
O 14.39 -13.06 -11.27
H 14.70 -7.98 -8.05
O 12.91 -15.09 -11.44
H 3.39 -11.03 -11.35
P 16.90 -25.26 -7.46
C 10.74 -16.45 -3.34
C 10.31 -16.61 -17.53
H 17.14 -5.80 -5.39
H 12.09 -18.58 -18.36
F 15.36 -25.69 -7.27
F 15.86 -15.15 -9.07
```